[1]
Molecular formula: C48H84N12
Method: DFT, ωB97M-V/def2-TZVPD

As for the highest occupied orbital energy: -11.406 eV. As for the structure (SMILES): CCCC#N.CCCC#N.CCCC#N.CCCC#N.CCCC#N.CCCC#N.CCCC#N.CCCC#N.CCCC#N.CCCC#N.CCCC#N.CCCC#N. Its energy relative to the best compared isomer or geometry (same formula, charge and spin) is 3.8679 eV. As for the LUMO energy: 0.09 eV. Its max |F| is 3.81 eV/A.

Last column: Mulliken charge in e.
Cartesian coordinates (Å):
C: -4.19 4.61 2.35  -1.16
C: -2.89 5.44 2.50  -0.39
C: -2.42 5.62 3.93  -0.33
C: -3.46 6.03 4.89  0.24
N: -4.27 6.37 5.64  -0.43
H: -4.96 4.97 3.03  0.35
H: -4.01 3.56 2.55  0.30
H: -4.63 4.67 1.35  0.33
H: -3.12 6.41 2.06  0.27
H: -2.11 5.00 1.88  0.30
H: -1.66 6.40 3.97  0.27
H: -1.93 4.74 4.33  0.26
C: 0.55 0.65 9.87  -1.11
C: 1.07 -0.66 9.14  -0.40
C: 1.68 -0.31 7.74  -0.35
C: 2.26 -1.42 7.04  0.07
N: 2.69 -2.31 6.49  -0.39
H: 0.11 0.40 10.84  0.33
H: -0.16 1.22 9.28  0.32
H: 1.39 1.33 9.98  0.31
H: 0.31 -1.43 9.01  0.36
H: 1.78 -1.21 9.75  0.32
H: 2.58 0.29 7.85  0.24
H: 1.02 0.19 7.03  0.31
C: 3.63 -10.54 -7.91  -1.17
C: 2.93 -9.22 -8.16  -0.38
C: 1.87 -9.28 -9.20  -0.38
C: 0.62 -10.00 -8.84  0.25
N: -0.35 -10.59 -8.59  -0.41
H: 4.22 -10.50 -7.00  0.32
H: 4.25 -10.81 -8.76  0.33
H: 2.91 -11.34 -7.71  0.34
H: 3.69 -8.49 -8.43  0.28
H: 2.47 -8.90 -7.22  0.31
H: 2.27 -9.77 -10.09  0.26
H: 1.64 -8.25 -9.45  0.27
C: -0.55 -1.54 0.35  -1.09
C: -0.40 -2.78 -0.54  -0.54
C: 0.97 -3.07 -1.19  -0.29
C: 1.61 -1.88 -1.77  0.22
N: 2.16 -0.98 -2.27  -0.43
H: 0.07 -1.57 1.24  0.29
H: -1.59 -1.48 0.66  0.33
H: -0.26 -0.64 -0.19  0.34
H: -1.16 -2.78 -1.32  0.31
H: -0.75 -3.68 -0.03  0.35
H: 0.85 -3.90 -1.88  0.30
H: 1.59 -3.41 -0.37  0.22
C: -10.52 0.66 1.03  -1.08
C: -9.65 -0.59 1.12  -0.35
C: -9.66 -1.34 -0.19  -0.49
C: -10.87 -2.13 -0.40  0.26
N: -11.87 -2.72 -0.60  -0.44
H: -11.46 0.41 0.53  0.31
H: -9.96 1.41 0.47  0.32
H: -10.79 1.03 2.02  0.31
H: -9.89 -1.24 1.96  0.35
H: -8.61 -0.28 1.27  0.25
H: -8.84 -2.04 -0.28  0.30
H: -9.58 -0.64 -1.03  0.26
C: -6.50 1.26 11.32  -1.17
C: -7.23 2.22 10.46  -0.37
C: -7.44 1.75 9.02  -0.42
C: -6.28 1.26 8.31  0.27
N: -5.36 0.83 7.72  -0.47
H: -6.33 1.66 12.32  0.34
H: -5.48 1.14 10.95  0.35
H: -7.07 0.33 11.43  0.29
H: -6.80 3.22 10.44  0.30
H: -8.19 2.32 10.98  0.28
H: -7.95 2.46 8.35  0.33
H: -8.18 0.96 9.07  0.25
C: 4.71 5.35 1.04  -1.07
C: 4.33 6.73 1.59  -0.48
C: 5.55 7.66 1.98  -0.44
C: 6.56 7.10 2.88  0.25
N: 7.40 6.70 3.55  -0.39
H: 5.16 4.72 1.80  0.32
H: 5.45 5.55 0.27  0.28
H: 3.84 4.85 0.60  0.34
H: 3.78 6.60 2.53  0.28
H: 3.63 7.17 0.87  0.34
H: 5.23 8.55 2.53  0.27
H: 5.91 7.97 1.00  0.29
C: 9.61 -0.70 2.41  -1.11
C: 8.49 -1.70 2.03  -0.39
C: 8.72 -2.42 0.70  -0.44
C: 9.88 -3.31 0.74  0.23
N: 10.80 -3.99 0.79  -0.40
H: 9.28 -0.05 3.21  0.32
H: 9.88 -0.14 1.51  0.30
H: 10.54 -1.22 2.64  0.34
H: 7.54 -1.16 1.97  0.31
H: 8.42 -2.41 2.85  0.29
H: 8.90 -1.70 -0.10  0.27
H: 7.91 -3.06 0.36  0.29
C: 5.12 6.66 -9.43  -1.16
C: 4.15 6.38 -8.23  -0.31
C: 4.87 5.78 -7.06  -0.46
C: 5.76 6.66 -6.28  0.21
N: 6.44 7.35 -5.71  -0.39
H: 6.02 7.17 -9.09  0.33
H: 4.67 7.29 -10.20  0.32
H: 5.52 5.80 -9.97  0.33
H: 3.43 5.68 -8.66  0.27
H: 3.53 7.22 -7.92  0.32
H: 5.57 4.99 -7.33  0.26
H: 4.16 5.35 -6.35  0.29
C: -5.67 2.48 -5.66  -1.10
C: -4.42 1.66 -5.24  -0.46
C: -3.06 2.23 -5.58  -0.37
C: -2.69 3.49 -4.95  0.23
N: -2.34 4.48 -4.45  -0.42
H: -5.60 2.65 -6.74  0.30
H: -5.72 3.42 -5.11  0.33
H: -6.59 1.91 -5.49  0.32
H: -4.52 0.68 -5.70  0.31
H: -4.46 1.49 -4.16  0.31
H: -3.06 2.46 -6.64  0.24
H: -2.32 1.44 -5.44  0.30
C: 7.26 -1.91 -10.88  -1.19
C: 6.84 -1.80 -9.45  -0.36
C: 5.36 -2.13 -9.27  -0.43
C: 4.47 -1.04 -9.73  0.26
N: 3.76 -0.24 -10.15  -0.41
H: 8.34 -1.83 -10.99  0.33
H: 6.81 -1.12 -11.49  0.33
H: 7.04 -2.86 -11.37  0.33
H: 7.06 -0.81 -9.05  0.28
H: 7.48 -2.49 -8.90  0.30
H: 5.21 -2.41 -8.23  0.29
H: 5.07 -3.01 -9.84  0.26
C: -5.89 -5.22 7.77  -1.15
C: -4.65 -6.02 7.29  -0.43
C: -3.92 -5.62 6.08  -0.30
C: -4.75 -5.68 4.84  0.21
N: -5.34 -5.75 3.84  -0.42
H: -5.64 -4.22 8.12  0.31
H: -6.42 -5.73 8.57  0.31
H: -6.61 -5.12 6.96  0.34
H: -5.02 -7.03 7.11  0.27
H: -3.99 -6.03 8.16  0.30
H: -3.04 -6.25 5.98  0.27
H: -3.51 -4.62 6.16  0.27

***

[2]
Molecular formula: C6H10FINO4
Method: DFT, ωB97M-V/def2-TZVPD

As for the highest occupied orbital energy: -4.376 eV. Its energy relative to the best compared isomer or geometry (same formula, charge and spin) is 3.7856 eV. As for the LUMO energy: 3.12 eV. Its max |F| is 5.25 eV/A. The charge is -1.

Last column: Mulliken charge in e.
Cartesian coordinates (Å):
I: -0.74 0.69 -0.65  -0.69
C: 0.62 -2.60 -0.44  -0.65
C: 1.48 -2.10 -1.67  0.69
O: 2.36 -2.80 -2.19  -0.74
N: 1.08 -0.95 -2.05  0.03
C: 1.77 -0.36 -3.16  -0.99
H: 0.28 -1.69 0.06  -0.12
H: 1.03 -3.28 0.31  0.33
H: -0.36 -2.91 -0.83  0.26
H: 0.28 -0.49 -1.63  0.09
H: 1.01 0.24 -3.67  0.32
H: 2.15 -1.10 -3.87  0.34
H: 2.70 0.13 -2.90  0.26
C: -1.84 2.36 1.69  -0.26
C: -0.48 1.68 1.90  0.61
O: -0.74 0.68 2.85  -0.36
C: -2.01 0.86 3.39  0.68
O: -2.52 0.30 4.31  -0.56
O: -2.52 1.94 2.81  -0.35
F: 0.29 2.61 2.36  -0.35
H: -2.26 2.10 0.72  0.16
H: -1.61 3.42 1.63  0.28
H: 0.03 1.26 1.03  0.02

***

[3]
Molecular formula: C24H59N2O5
Method: DFT, ωB97M-V/def2-TZVPD

As for the highest occupied orbital energy: -10.656 eV. Its energy relative to the best compared isomer or geometry (same formula, charge and spin) is 0.5990 eV. As for the LUMO energy: -3.01 eV. Its max |F| is 0.20 eV/A. The charge is +1.

Last column: Mulliken charge in e.
Cartesian coordinates (Å):
C: 1.08 -0.52 3.62  -1.24
C: 1.76 0.08 4.85  -0.33
C: 0.78 0.87 5.73  -0.27
C: 1.33 2.20 6.19  -1.01
O: 1.34 3.08 5.05  -0.29
C: 2.40 3.98 5.00  0.58
C: 2.29 5.13 6.03  -0.71
C: 2.57 6.41 5.27  -0.62
N: 2.16 6.12 3.84  0.42
N: 0.83 6.53 3.47  -0.73
C: 2.35 4.64 3.62  -1.35
H: 1.68 -1.31 3.17  0.41
H: 0.11 -0.94 3.87  0.34
H: 0.93 0.24 2.84  0.18
H: 2.24 -0.70 5.43  0.36
H: 2.56 0.76 4.52  0.22
H: 0.49 0.29 6.61  0.53
H: -0.15 1.06 5.18  -0.10
H: 2.35 2.08 6.56  0.47
H: 0.72 2.64 6.99  0.44
H: 3.36 3.46 5.11  0.53
H: 2.97 5.01 6.87  0.44
H: 1.27 5.13 6.42  0.28
H: 3.62 6.71 5.25  0.31
H: 1.98 7.25 5.62  0.37
H: 2.79 6.61 3.20  0.38
H: 0.20 5.77 3.73  0.32
H: 0.59 7.36 3.99  0.29
H: 3.26 4.50 3.04  0.23
H: 1.51 4.27 3.04  0.51
C: 0.97 0.51 -2.30  -0.76
C: 0.68 -0.11 -0.95  -0.51
O: 1.32 0.54 0.15  -0.45
C: 1.00 1.90 0.34  -0.17
C: -0.48 2.16 0.62  -1.13
H: 2.05 0.54 -2.48  0.24
H: 0.51 -0.09 -3.09  0.29
H: 0.58 1.52 -2.38  0.26
H: 1.05 -1.13 -0.91  0.33
H: -0.40 -0.16 -0.78  0.33
H: 1.33 2.50 -0.51  0.46
H: 1.60 2.20 1.20  0.06
H: -1.10 1.90 -0.23  0.41
H: -0.63 3.22 0.83  0.42
H: -0.81 1.58 1.48  0.23
C: 2.78 -0.63 -6.99  -1.17
C: 2.38 -1.00 -5.57  -0.20
O: 0.98 -1.13 -5.37  -0.40
C: 0.33 -2.12 -6.16  -0.47
C: 0.84 -3.53 -5.93  -0.67
H: 2.28 0.29 -7.30  0.32
H: 3.85 -0.48 -7.04  0.40
H: 2.52 -1.42 -7.70  0.28
H: 2.69 -0.21 -4.88  0.29
H: 2.90 -1.92 -5.26  0.31
H: 0.39 -1.86 -7.22  0.29
H: -0.72 -2.05 -5.87  0.36
H: 1.88 -3.64 -6.25  0.29
H: 0.24 -4.22 -6.52  0.09
H: 0.77 -3.80 -4.88  0.28
C: -5.30 0.21 7.29  -1.02
C: -5.28 0.14 5.78  -0.29
O: -5.35 1.40 5.13  -0.42
C: -4.32 2.31 5.42  -0.63
C: -2.93 1.82 5.02  -0.68
H: -6.19 0.74 7.64  0.29
H: -5.32 -0.80 7.71  0.39
H: -4.42 0.72 7.70  0.25
H: -6.15 -0.41 5.42  0.34
H: -4.39 -0.42 5.44  0.27
H: -4.32 2.59 6.48  0.35
H: -4.57 3.20 4.85  0.35
H: -2.63 0.95 5.59  0.26
H: -2.20 2.61 5.20  0.25
H: -2.91 1.56 3.96  0.31
C: -2.54 -7.51 -9.81  -1.03
C: -1.83 -6.21 -9.50  -0.32
O: -1.61 -5.99 -8.11  -0.42
C: -0.81 -6.96 -7.46  -0.44
C: 0.60 -7.08 -8.01  -1.04
H: -3.49 -7.57 -9.28  0.29
H: -2.75 -7.56 -10.88  0.39
H: -1.94 -8.38 -9.55  0.27
H: -2.44 -5.36 -9.81  0.32
H: -0.89 -6.15 -10.05  0.30
H: -1.30 -7.94 -7.46  0.38
H: -0.77 -6.63 -6.42  0.37
H: 0.62 -7.46 -9.03  0.31
H: 1.19 -7.76 -7.40  0.40
H: 1.09 -6.10 -8.00  0.26

***

[4]
Molecular formula: CH6N2O
Method: DFT, ωB97M-V/def2-TZVPD

As for the highest occupied orbital energy: -9.501 eV. As for the structure (SMILES): [H]/N=C\N.O. Its energy relative to the best compared isomer or geometry (same formula, charge and spin) is 1.3973 eV. As for the LUMO energy: 0.81 eV. Its max |F| is 4.20 eV/A.

Last column: Mulliken charge in e.
Cartesian coordinates (Å):
N: 0.87 1.85 0.54  -0.52
C: 0.03 0.82 0.41  0.16
N: 0.47 -0.40 0.33  -0.61
H: 1.86 1.62 0.15  0.26
H: 0.45 2.63 0.23  0.25
H: -1.03 1.00 0.24  0.30
H: 1.36 -0.63 0.77  0.19
H: -0.75 -1.96 -0.57  0.34
H: -2.08 -2.39 -0.85  0.32
O: -1.19 -2.55 -1.25  -0.68

***

[5]
Molecular formula: C4H20N2O6S
Method: DFT, ωB97M-V/def2-TZVPD

As for the highest occupied orbital energy (alpha / beta): -13.316 / -13.314 eV. The spin multiplicity is 2. The expectation value of S² is 0.753. As for the LUMO energy (alpha / beta): -3.62 / -8.76 eV. Its max |F| is 2.39 eV/A. The charge is +1.

Last column: Löwdin spin population.
Cartesian coordinates (Å):
C: -2.07 0.89 0.50  0.01
C: -0.74 0.37 1.02  0.05
C: -0.67 0.57 2.56  0.09
S: 0.83 -0.14 3.23  0.78
N: -0.51 -1.06 0.73  0.01
C: 0.29 -1.31 -0.36  0.00
N: 0.04 -2.42 -1.10  0.00
O: 1.28 -0.61 -0.58  0.01
H: -1.96 0.97 -0.57  0.00
H: -2.92 0.43 1.00  0.00
H: -2.23 1.94 0.80  0.00
H: 0.09 0.96 0.64  0.00
H: -1.57 0.15 3.00  0.02
H: -0.59 1.64 2.76  0.00
H: 0.52 -1.45 3.06  0.02
H: -1.41 -1.54 0.75  0.00
H: -0.43 -3.19 -0.67  0.00
H: 0.59 -2.57 -1.92  0.00
H: -3.41 -0.92 -0.71  0.00
H: -4.12 -1.95 0.15  0.00
O: -3.25 -1.70 -0.17  0.00
H: 0.41 0.90 -2.31  0.00
H: 1.99 1.21 -2.45  0.00
O: 1.18 0.94 -2.87  0.00
H: 3.55 2.11 -0.31  0.00
H: 2.57 1.04 -0.01  0.00
O: 2.61 1.92 -0.40  0.00
H: 2.71 -1.67 -0.08  0.00
H: 3.36 -2.39 -1.07  0.00
O: 3.61 -1.95 -0.30  0.00
H: 0.81 2.76 -1.33  0.00
H: -0.47 3.05 -1.95  0.00
O: -0.09 2.98 -1.07  0.00

***

[6]
Molecular formula: C17H16BrNO
Method: DFT, ωB97M-V/def2-TZVPD

As for the highest occupied orbital energy: -8.813 eV. As for the structure (SMILES): Cc1ccc(CN/C=C/C(=O)c2ccc(Br)cc2)cc1. Its energy relative to the best compared isomer or geometry (same formula, charge and spin) is 10.8836 eV. As for the LUMO energy: 0.24 eV. Its max |F| is 13.68 eV/A.

Last column: Mulliken charge in e.
Cartesian coordinates (Å):
C: -2.13 -3.75 -1.57  -1.57
C: -1.99 -2.59 -0.72  0.86
C: -0.86 -2.26 0.05  -0.98
C: -0.93 -1.32 0.92  -0.67
C: -2.04 -0.60 0.91  1.01
C: -3.24 -0.74 0.33  -0.29
C: -3.31 -1.85 -0.43  -0.74
H: -4.12 -1.87 -1.33  0.15
H: -4.09 0.03 0.26  0.26
C: -1.96 0.75 1.95  -1.19
N: -1.65 2.16 1.22  -0.30
C: -0.45 2.16 0.59  0.18
C: 0.06 2.75 -0.38  -0.82
C: 1.42 3.13 -0.73  0.15
O: 1.78 3.98 -1.54  -0.59
C: 2.25 1.86 -0.35  0.53
C: 3.65 1.99 0.00  -0.53
C: 4.46 1.07 0.28  -0.11
C: 4.18 -0.08 -0.06  0.04
C: 2.77 -0.42 -0.33  -0.57
C: 1.88 0.57 -0.77  -0.47
H: 0.81 0.45 -0.89  0.57
H: 2.49 -1.38 -0.55  0.62
Br: 5.22 -1.57 0.53  -0.19
H: 5.50 1.49 0.29  0.27
H: 4.01 3.20 0.07  0.13
H: -0.65 3.46 -0.67  0.39
H: 0.41 1.56 1.12  0.37
H: -2.40 2.42 0.81  0.23
H: -1.23 0.59 2.83  0.29
H: -2.96 1.11 2.36  0.41
H: -0.13 -1.15 1.43  0.80
H: -0.14 -2.97 0.02  0.59
H: -1.21 -4.12 -2.05  0.39
H: -2.88 -3.62 -2.49  0.28
H: -2.52 -4.43 -1.09  0.48

***

[7]
Molecular formula: C37H54AlCl4F5N3O10S
Method: DFT, ωB97M-V/def2-TZVPD

As for the highest occupied orbital energy: -10.399 eV. As for the LUMO energy: -7.82 eV. Its max |F| is 2.89 eV/A. The charge is +1.

Last column: Mulliken charge in e.
Cartesian coordinates (Å):
C: 8.90 -3.06 0.00  -1.24
C: 8.12 -2.23 -1.03  -1.37
C: 6.71 -2.76 -1.18  1.52
C: 6.56 -4.04 -1.74  -0.13
C: 5.33 -4.65 -1.92  -0.25
C: 5.22 -6.03 -2.52  -0.04
F: 6.32 -6.23 -3.34  -0.40
C: 5.18 -7.13 -1.47  -0.51
C: 6.34 -7.09 -0.48  -1.17
C: 4.23 -3.95 -1.49  0.16
C: 4.35 -2.66 -0.96  0.90
C: 5.58 -2.04 -0.80  -0.05
C: 5.70 -0.66 -0.19  -1.08
C: 6.37 -0.77 1.16  0.17
O: 7.30 -0.12 1.52  -0.51
O: 5.78 -1.69 2.00  -0.49
C: 3.02 -2.21 -0.64  0.21
O: 2.59 -1.06 -0.39  -0.76
N: 2.15 -3.31 -0.62  0.48
C: 1.64 -3.70 0.70  0.52
Cl: 0.54 -5.04 0.56  -0.10
C: 2.71 -3.91 1.77  0.61
C: 2.10 -3.93 3.17  -1.51
Cl: 3.63 -5.39 1.48  -0.16
C: 2.79 -4.32 -1.48  -0.65
O: 2.21 -5.17 -2.07  -0.52
H: 8.23 -3.42 0.78  0.30
H: 9.72 -2.50 0.44  0.42
H: 9.28 -3.96 -0.48  0.38
H: 8.09 -1.19 -0.71  0.39
H: 8.57 -2.31 -2.01  0.62
H: 7.45 -4.57 -2.06  0.66
H: 4.31 -6.09 -3.11  0.30
H: 4.24 -7.01 -0.92  0.27
H: 5.18 -8.09 -1.98  0.48
H: 6.31 -6.20 0.15  0.18
H: 6.30 -7.96 0.17  0.42
H: 7.30 -7.13 -0.99  0.35
H: 4.69 -0.32 0.03  0.13
H: 6.21 0.02 -0.85  0.61
H: 5.91 -2.58 1.64  0.32
H: 1.01 -2.85 1.08  -0.14
H: 3.42 -3.09 1.75  0.16
H: 1.63 -4.88 3.38  0.38
H: 2.89 -3.72 3.89  0.40
H: 1.38 -3.12 3.28  0.39
Al: 0.79 -1.05 0.43  0.35
C: 1.48 -2.70 -4.95  -0.89
S: 3.16 -2.90 -5.55  0.67
O: 3.37 -1.89 -6.61  -0.67
C: 2.89 -4.47 -6.37  -1.05
H: 1.43 -1.74 -4.43  0.16
H: 0.79 -2.70 -5.79  0.45
H: 1.24 -3.51 -4.26  0.27
H: 2.10 -4.36 -7.12  0.38
H: 2.61 -5.22 -5.63  0.31
H: 3.82 -4.76 -6.85  0.34
C: -0.98 2.61 3.07  -0.82
C: -1.47 1.19 3.08  0.75
O: -0.77 0.23 3.37  -0.68
N: -2.78 1.05 2.73  0.01
C: -3.65 2.15 2.37  -0.81
H: 0.07 2.66 3.34  0.38
H: -1.09 3.05 2.07  -0.23
H: -1.54 3.21 3.78  0.44
H: -3.14 0.11 2.75  0.26
H: -4.49 2.21 3.06  0.33
H: -4.04 2.02 1.36  0.14
H: -3.08 3.07 2.41  0.35
O: 3.97 0.21 -2.51  -0.51
C: 3.72 1.38 -2.69  0.77
O: 4.57 2.10 -3.42  -0.36
C: 4.32 3.46 -3.83  -0.42
C: 4.70 4.46 -2.77  -1.00
C: 2.53 2.05 -2.05  -1.00
H: 3.28 3.56 -4.16  0.37
H: 4.93 3.59 -4.72  0.33
H: 4.10 4.34 -1.86  0.27
H: 4.55 5.48 -3.14  0.37
H: 5.74 4.34 -2.50  0.31
H: 2.79 2.34 -1.03  0.24
H: 1.71 1.33 -2.01  0.17
H: 2.17 2.93 -2.57  0.42
F: -0.95 5.10 2.51  -0.54
C: -9.24 5.23 2.87  -0.83
C: -8.88 4.57 1.55  -0.23
O: -7.58 4.93 1.05  -0.32
C: -6.44 4.33 1.50  0.38
O: -6.40 3.07 1.64  -0.45
C: -5.90 5.05 2.91  0.68
F: -6.20 6.33 2.84  -0.18
F: -4.60 4.89 2.95  -0.16
F: -6.46 4.49 3.95  -0.19
H: -8.93 6.27 2.88  0.29
H: -10.32 5.18 3.00  0.24
H: -8.79 4.72 3.72  0.24
H: -9.56 4.94 0.78  0.32
H: -9.00 3.49 1.57  0.29
H: -5.66 4.75 0.79  0.36
N: -12.80 5.39 3.98  -0.45
C: -13.22 4.14 4.14  -0.10
C: -14.52 3.73 3.87  -0.48
C: -15.43 4.68 3.41  -0.15
C: -15.00 5.98 3.24  -0.42
C: -13.68 6.29 3.54  -0.18
H: -12.49 3.43 4.50  0.34
H: -14.81 2.70 4.02  0.35
H: -16.45 4.40 3.19  0.37
H: -15.67 6.75 2.89  0.35
H: -13.31 7.30 3.42  0.35
C: -2.11 2.34 -1.52  -0.10
Cl: -1.53 3.35 -0.20  -0.09
Cl: -3.86 2.40 -1.70  -0.17
H: -1.66 2.69 -2.45  0.37
H: -1.82 1.31 -1.33  0.02

***

Question: max |F| of number 3 (C24H59N2O5)?
Answer: 0.20 eV/A